Record 1
DFT (ωB97M-V/def2-TZVPD) results for one molecule with the formula C5H9NO.

```
16
Properties=species:S:1:pos:R:3:forces:R:3:nbo_charge:R:1
C -0.5566 1.0006 -1.7763 0.04 0.06 -0.07 -0.602
C -0.9103 0.3425 -0.4518 -0.02 0.05 -0.02 -0.353
C -0.3080 -1.0316 -0.1185 0.17 -0.16 0.01 -0.237
N 0.2714 -0.4979 1.2091 -0.15 0.00 0.15 -0.451
C 1.6834 -0.6288 1.7390 0.08 -0.12 -0.33 -0.721
C -0.1949 0.8736 0.7872 -0.03 0.68 0.28 0.739
O 0.0121 1.9211 1.2957 -0.11 -0.70 -0.35 -0.441
H 0.5234 0.9769 -1.9494 -0.13 0.00 0.03 0.220
H -0.8819 2.0435 -1.7868 0.04 -0.10 0.03 0.231
H -1.0514 0.4857 -2.6046 0.07 0.03 0.11 0.221
H -1.9961 0.3745 -0.2898 0.20 0.00 0.05 0.242
H -1.0070 -1.8570 0.0297 0.13 0.12 0.00 0.212
H 0.5268 -1.3344 -0.7542 -0.13 0.09 0.11 0.223
H -0.2983 -0.8128 1.9944 -0.12 0.00 -0.09 0.428
H 1.8589 -1.7145 1.6841 0.07 0.12 0.13 0.147
H 2.3283 -0.1415 0.9923 -0.11 -0.07 -0.04 0.140
```
Forces are in eV/Å.

Calculated values
DFT total energy (hartree): -325.77178
Gap between HOMO and LUMO (eV): 6.85
Energy above the lowest of the compared OMol25 structures with the same formula, charge and spin (kcal per mole): 104.0



Record 2
DFT (ωB97M-V/def2-TZVPD) results for one molecule with the formula C5H8N2.

```
15
Properties=species:S:1:pos:R:3:forces:R:3:nbo_charge:R:1
C -2.2218 -0.1711 1.3148 -0.05 -0.07 -0.06 -0.257
N -1.2035 -0.3280 0.5119 -0.18 0.09 0.24 -0.077
C -0.2523 -1.4226 0.6103 0.22 0.08 -0.01 -0.079
C 0.8818 -0.9830 0.0835 -0.18 0.02 0.11 -0.166
C 0.6256 0.4557 -0.3236 0.23 0.04 -0.07 -0.124
C 1.3457 1.0718 -1.5054 0.02 -0.01 -0.04 -0.605
N -0.8155 0.5820 -0.3577 0.16 0.07 0.24 -0.384
H -2.4779 -0.9464 2.0194 -0.06 -0.08 -0.23 0.191
H -2.6953 0.7992 1.2781 -0.12 -0.23 0.03 0.213
H 0.9421 1.0298 0.5740 0.18 0.02 -0.04 0.186
H -0.5366 -2.3455 1.1005 0.03 0.22 -0.06 0.225
H 1.8351 -1.4966 0.0570 -0.18 0.05 -0.02 0.229
H 1.3704 0.4301 -2.3894 -0.09 0.02 0.10 0.210
H 2.3708 1.3212 -1.2131 -0.08 -0.08 -0.17 0.207
H 0.8314 2.0034 -1.7603 0.10 -0.13 -0.02 0.230
```
Forces are in eV/Å.

Calculated values
DFT total energy (hartree): -304.71486
Gap between HOMO and LUMO (eV): 8.19
Energy above the lowest of the compared OMol25 structures with the same formula, charge and spin (kcal per mole): 75.7



Record 3
DFT (ωB97M-V/def2-TZVPD) results for a 2-piece molecular cluster, C5H9NO overall.

```
16
Properties=species:S:1:pos:R:3:forces:R:3:nbo_charge:R:1
C 1.7042 1.4000 0.4354 -0.42 0.71 0.57 -0.724
O 0.6408 -0.1036 -1.2174 -0.11 -1.23 -0.42 -0.585
C -0.2482 -0.6570 -0.6047 0.05 -0.10 -0.38 0.632
C -1.5736 -0.7413 -1.2807 -0.24 -0.03 -0.05 -0.727
C -0.1254 -1.2244 0.8048 0.06 -0.07 -0.08 -0.743
C 0.2006 1.6765 0.6337 0.09 -0.29 0.01 0.315
N -0.9247 1.8801 0.8660 2.19 -0.19 -0.47 -0.387
H 2.1069 2.2171 -0.1642 0.03 0.28 0.45 0.253
H 2.1066 1.3571 1.4399 0.31 0.60 0.23 0.236
H 2.1049 0.5022 -0.0780 -1.35 0.56 0.50 0.297
H -2.0080 -1.7362 -1.1765 -0.18 0.10 0.00 0.221
H -1.3997 -0.4852 -2.3282 -0.25 -0.11 0.15 0.239
H -2.2238 0.0123 -0.8256 -0.12 -0.16 -0.01 0.254
H -0.7428 -0.6258 1.4858 0.04 -0.16 -0.23 0.259
H 0.9001 -1.2264 1.1854 -0.15 0.02 -0.23 0.226
H -0.5178 -2.2453 0.8244 0.06 0.08 -0.04 0.234
```
Forces are in eV/Å.

Calculated values
DFT total energy (hartree): -325.86790
SMILES: CC(C)=O.CC#N
Gap between HOMO and LUMO (eV): 10.50
Energy above the lowest of the compared OMol25 structures with the same formula, charge and spin (kcal per mole): 43.7



Record 4
DFT (ωB97M-V/def2-TZVPD) results for C5H4BrO2S as an isolated structure.

```
13
Properties=species:S:1:pos:R:3:forces:R:3:nbo_charge:R:1
C -0.6179 0.2280 -0.3579 0.28 -0.64 1.25 -0.370
C -1.0069 1.4472 0.3807 -1.85 -1.21 -2.82 -0.483
C 0.9292 0.1478 -0.9019 -2.01 -0.05 -1.15 0.471
C -0.2924 -1.0479 0.4713 -0.21 -0.51 2.51 -0.510
C 1.1335 -1.1948 -0.1634 -2.11 -0.04 -1.25 0.497
O 1.2620 0.6659 -1.9250 1.03 0.07 -0.72 -0.607
O 1.7565 -2.1759 -0.4325 0.84 -0.49 0.27 -0.580
S -2.2046 2.5593 0.0029 -0.19 0.08 -0.20 0.215
Br 2.1759 0.7801 0.9700 0.63 0.71 1.27 -0.507
H -1.3911 -0.1031 -1.0718 0.73 0.53 -0.36 0.211
H -0.4160 1.6147 1.1638 2.24 1.14 3.30 0.230
H -0.3073 -1.0958 1.6218 0.19 0.84 -1.60 0.223
H -1.0207 -1.8256 0.2420 0.43 -0.44 -0.50 0.209
```
Forces are in eV/Å.

Calculated values
DFT total energy (hartree): -3315.54279
Total charge: -1
Gap between HOMO and LUMO (spin up / spin down) (eV): 6.20 / 5.24
Expectation value of S²: 2.0066
Multiplicity: 3



Record 5
DFT (ωB97M-V/def2-TZVPD) results for C23H23B2ClF7N4O10STi as an isolated structure.

```
72
Properties=species:S:1:pos:R:3:forces:R:3:lowdin_spin:R:1
Ti -0.4532 -0.0025 0.1390 1.60 -0.37 0.61 0.428
C 2.2200 1.5272 2.3469 -0.06 -0.10 -0.14 0.049
C 1.6968 0.2512 1.7666 0.35 0.67 0.48 0.348
N 1.8239 -0.0375 0.3945 -0.46 -0.28 -0.64 0.126
O 2.2927 1.0036 -0.3904 0.37 -0.11 0.15 0.020
B 1.6340 1.4361 -1.6768 0.20 0.78 0.12 0.005
F 0.9969 2.6485 -1.3586 -0.30 0.45 -0.18 0.001
F 2.6552 1.6610 -2.5622 0.21 -0.20 -0.21 0.000
O 0.6686 0.5369 -2.3355 -0.69 -0.17 -0.20 0.039
N -0.5554 0.4877 -1.6954 -0.38 -0.24 -2.68 0.139
C -1.6458 0.0396 -2.3094 1.14 0.62 -0.40 0.080
C -1.7468 -0.0922 -3.7958 0.24 -0.03 0.30 0.010
C -2.6721 -0.3261 -1.4022 -0.83 -0.22 0.70 0.153
N -2.2819 -0.2949 -0.1283 -2.07 -0.78 -0.15 0.044
O -3.1246 -0.7525 0.8496 -0.27 0.24 -0.88 0.008
B -2.4565 -0.8220 2.1602 0.19 0.87 0.74 0.008
F -1.9419 0.4954 2.4279 -0.20 -0.14 0.04 0.003
F -3.3644 -1.1831 3.1020 -0.33 -0.38 0.02 0.001
O -1.2624 -1.7103 2.2763 0.51 -0.07 0.21 0.064
N -0.1517 -1.1142 1.7165 -0.04 -0.86 2.11 0.255
C 0.7256 -0.4856 2.4808 -0.20 -0.59 0.33 0.043
C 0.6025 -0.4266 3.9728 -0.14 -0.12 -0.27 -0.002
C -4.0593 -0.7619 -1.7525 0.34 -0.01 0.21 0.022
H 2.8519 2.0409 1.6263 0.00 -0.03 0.10 0.000
H 2.7626 1.3292 3.2717 0.11 0.00 0.02 0.014
H 1.3829 2.1976 2.5799 0.07 -0.08 -0.04 0.015
H -0.7687 0.1123 -4.2246 -0.02 -0.02 -0.06 0.000
H -2.4631 0.6275 -4.1922 -0.06 0.02 0.01 0.003
H -2.0589 -1.0991 -4.0643 -0.04 -0.04 -0.08 0.003
H 0.0267 -1.2860 4.3129 0.02 0.05 0.00 -0.001
H 0.0534 0.4758 4.2428 -0.03 0.06 0.01 0.000
H 1.5775 -0.4104 4.4507 0.08 0.01 0.01 -0.001
H -4.2297 -0.7664 -2.8238 0.04 0.02 -0.09 0.000
H -4.7697 -0.0916 -1.2668 -0.04 0.02 -0.02 0.007
H -4.2193 -1.7587 -1.3402 -0.03 -0.06 -0.03 0.006
O -1.7420 2.9218 -1.6740 -0.09 0.24 0.01 0.002
C -2.6844 2.8560 -0.7151 -0.25 0.35 0.32 0.001
C -4.0092 2.9168 -1.1500 0.17 -0.09 -0.08 0.001
C -5.0501 2.9601 -0.2469 0.05 0.02 -0.06 0.000
C -4.7934 2.9583 1.1150 -0.05 0.01 0.13 0.000
C -3.4868 2.8876 1.5589 0.02 0.05 -0.19 0.001
C -2.4242 2.8181 0.6626 0.14 0.03 -0.15 0.002
C -1.0415 2.6376 1.2278 -0.56 1.15 0.70 0.005
O -0.6136 3.3205 2.1371 -0.17 -0.28 -0.29 0.000
O -0.3616 1.6598 0.6975 0.68 2.64 0.85 0.042
H -0.8416 2.8797 -1.3138 0.23 -0.09 -0.09 0.000
H -4.1846 2.9311 -2.2151 -0.04 0.06 -0.13 0.000
H -6.0648 3.0148 -0.6135 -0.12 -0.02 -0.01 0.000
H -5.6090 3.0027 1.8201 -0.05 -0.02 0.10 0.000
H -3.2642 2.8625 2.6128 0.05 -0.03 0.13 0.000
F -0.5071 -5.2028 -2.0658 -0.12 0.24 0.40 0.000
C -0.2364 -3.8905 -2.0163 0.11 0.22 0.31 0.000
F 1.0619 -3.7488 -2.3223 0.13 0.02 0.06 0.000
F -0.9395 -3.3055 -2.9953 -0.18 0.11 -0.09 0.001
S -0.6004 -3.0269 -0.3656 0.49 -2.59 -1.61 0.002
O 0.2544 -3.6985 0.5649 0.02 -0.06 0.25 0.006
O -2.0158 -3.1307 -0.2422 -0.30 0.08 0.12 0.002
O -0.0933 -1.7113 -0.7809 0.22 -0.85 -0.77 0.013
Cl 8.5152 -1.1764 -0.2052 0.34 -0.01 0.00 0.000
C 6.7909 -1.2107 -0.0701 -0.35 -0.05 0.02 0.000
C 6.1194 -0.1156 0.4380 0.09 -0.09 0.01 0.000
C 4.7366 -0.1403 0.5149 0.03 -0.09 0.01 0.002
C 4.0129 -1.2426 0.0823 -0.06 0.07 0.00 0.005
C 2.4981 -1.2924 0.0324 0.37 -0.39 -0.30 0.020
C 4.7136 -2.3411 -0.4147 -0.10 0.21 0.12 0.001
C 6.0939 -2.3331 -0.4886 0.07 0.02 0.00 0.000
H 6.6671 0.7593 0.7539 0.06 0.04 0.02 0.000
H 4.2344 0.7374 0.8772 -0.08 0.07 0.01 0.001
H 2.2188 -1.5115 -1.0068 -0.05 0.05 0.34 -0.001
H 2.1050 -2.1042 0.6585 0.02 0.26 -0.15 0.001
H 4.1672 -3.2049 -0.7636 -0.07 -0.12 -0.06 0.000
H 6.6276 -3.1822 -0.8863 0.06 -0.07 -0.03 0.000
```
Forces are in eV/Å.

Calculated values
DFT total energy (hartree): -4318.68414
Total charge: -1
Gap between HOMO and LUMO (spin up / spin down) (eV): 6.49 / 7.19
Expectation value of S²: 2.0326
Multiplicity: 3
Energy above the lowest of the compared OMol25 structures with the same formula, charge and spin (kcal per mole): 70.0



Record 6
DFT (ωB97M-V/def2-TZVPD) results for an isolated ion of composition C7H17N and charge +1.

```
25
Properties=species:S:1:pos:R:3:forces:R:3:nbo_charge:R:1
C 0.9492 0.5215 0.5686 -0.40 -2.90 2.89 -0.403
C 1.2816 -0.3848 -0.6505 0.32 -1.93 -0.50 -0.452
C 2.1432 0.5433 -1.5266 -1.99 -1.80 -2.67 -0.410
C 1.8967 0.0645 -3.0292 0.74 -0.45 1.05 -0.612
C -0.1644 -0.1990 1.5439 1.79 3.27 1.04 -0.293
N -1.5965 0.0913 1.4051 1.13 -3.74 -5.84 0.058
C -1.9440 0.3680 -0.0381 -2.46 1.76 0.80 -0.514
C -2.4297 -0.8486 2.0995 -1.05 2.82 1.63 -0.469
H 1.8587 0.7380 1.3286 -1.90 -0.60 -2.16 0.259
H 0.5895 1.4358 0.1819 -0.38 1.13 -0.12 0.217
H 0.4415 -0.9855 -1.2640 0.64 2.61 1.29 0.212
H 1.7595 -1.4336 -0.5361 0.37 1.95 1.06 0.238
H 3.1856 0.5424 -1.2604 0.29 0.13 0.19 0.231
H 1.7042 1.5447 -1.5363 0.44 -0.01 0.49 0.195
H 1.6166 0.9466 -3.5805 0.53 -0.06 -0.89 0.221
H 2.6707 -0.6077 -3.4194 0.49 1.06 -0.26 0.227
H 1.0821 -0.6413 -3.1202 -0.77 0.18 0.40 0.193
H -0.0336 0.2715 2.5861 0.61 -1.68 -0.95 0.253
H 0.0235 -1.2651 1.3446 -0.43 0.09 0.99 0.266
H -1.3634 0.0885 -0.8528 3.12 -0.67 -0.33 0.272
H -2.0518 1.4483 -0.1706 -0.23 -0.02 0.19 0.264
H -2.8004 -0.1334 -0.4978 -1.06 0.16 1.59 0.253
H -2.1015 -1.8346 2.3233 0.99 -0.83 -0.50 0.275
H -3.4608 -0.8184 1.7691 0.03 0.06 -0.14 0.252
H -2.3409 -0.3250 3.0629 -0.83 -0.53 0.76 0.267
```
Forces are in eV/Å.

Calculated values
DFT total energy (hartree): -331.23233
Total charge: +1
Gap between HOMO and LUMO (spin up / spin down) (eV): 11.03 / 6.28
Expectation value of S²: 0.7541
Multiplicity: 2
Energy above the lowest of the compared OMol25 structures with the same formula, charge and spin (kcal per mole): 76.7



Look up the DFT total energy of the sixth one. -331.23233 hartree



Which of these has the highest DFT total energy? C5H8N2



What did the fourth record say?
DFT (ωB97M-V/def2-TZVPD) results for C5H4BrO2S as an isolated structure.

```
13
Properties=species:S:1:pos:R:3:forces:R:3:nbo_charge:R:1
C -0.6179 0.2280 -0.3579 0.28 -0.64 1.25 -0.370
C -1.0069 1.4472 0.3807 -1.85 -1.21 -2.82 -0.483
C 0.9292 0.1478 -0.9019 -2.01 -0.05 -1.15 0.471
C -0.2924 -1.0479 0.4713 -0.21 -0.51 2.51 -0.510
C 1.1335 -1.1948 -0.1634 -2.11 -0.04 -1.25 0.497
O 1.2620 0.6659 -1.9250 1.03 0.07 -0.72 -0.607
O 1.7565 -2.1759 -0.4325 0.84 -0.49 0.27 -0.580
S -2.2046 2.5593 0.0029 -0.19 0.08 -0.20 0.215
Br 2.1759 0.7801 0.9700 0.63 0.71 1.27 -0.507
H -1.3911 -0.1031 -1.0718 0.73 0.53 -0.36 0.211
H -0.4160 1.6147 1.1638 2.24 1.14 3.30 0.230
H -0.3073 -1.0958 1.6218 0.19 0.84 -1.60 0.223
H -1.0207 -1.8256 0.2420 0.43 -0.44 -0.50 0.209
```
Forces are in eV/Å.

Calculated values
DFT total energy (hartree): -3315.54279
Total charge: -1
Gap between HOMO and LUMO (spin up / spin down) (eV): 6.20 / 5.24
Expectation value of S²: 2.0066
Multiplicity: 3